ORCA calculation (ωB97M-V/def2-TZVPD) on a molecular structure, C29H22BrN14O2RuS.

Its multiplicity is 6. For the LUMO energy (spin up / spin down), the calculation gives 3.5399 / 2.8892 eV. For the HOMO-LUMO gap (spin up / spin down), the calculation gives 4.610 / 5.888 eV. The calculated total energy is -138845.178 eV. Its total charge is -2.

Geometry (Å):
1 Ru -0.1293 0.0282 0.1217
2 Br 0.7418 3.4178 -7.7819
3 S -1.9750 -2.0813 -1.8408
4 O -1.5038 2.4944 -2.9536
5 O -0.5025 0.6916 -2.0653
6 N 1.2232 -2.8138 0.1254
7 N -3.1533 0.1209 1.0936
8 N 0.8919 0.3638 2.3447
9 N 2.1994 0.1838 2.3245
10 N 0.4409 -3.8504 1.8655
11 N -1.1119 -2.2151 2.6278
12 N 0.3071 -1.9978 0.7006
13 N -3.4905 0.1122 -1.8973
14 N 1.2952 -3.8910 0.8164
15 N -2.6788 -0.5798 -3.9145
16 N -1.9341 -0.4526 1.2290
17 N -3.9588 -0.4135 1.9427
18 N -0.7684 7.4686 0.9021
19 N -3.3318 -1.3545 2.6619
20 C 0.9233 2.9686 0.5362
21 C -0.9358 1.1156 3.7134
22 C 3.8598 -0.0640 -1.4985
23 C 0.3327 0.5268 3.5997
24 C -2.0962 -1.3632 2.1894
25 C -1.5362 1.2613 4.9503
26 C -0.8923 0.8396 6.1088
27 C -0.4907 4.9115 0.6360
28 C 2.4791 0.0255 -1.3551
29 C 4.6581 -0.0813 -0.3578
30 C 4.0937 -0.0032 0.8993
31 C 0.3733 0.2714 6.0055
32 C -0.6455 6.3293 0.7835
33 C 0.7275 2.0625 -6.4366
34 C 1.8882 0.1086 -0.1039
35 C 0.7802 4.3374 0.6742
36 C -0.1424 -2.6748 1.7565
37 C 0.0621 2.2953 -5.2491
38 C 1.3595 -0.1184 -5.7149
39 C -1.4449 2.7315 0.3050
40 C -0.7034 1.5491 -2.9702
41 C -1.6064 4.0996 0.4516
42 C 1.3837 0.8690 -6.6900
43 C 0.0622 1.3066 -4.2697
44 C 0.7032 0.0980 -4.5116
45 C 2.6987 0.0881 1.0610
46 C -0.1822 2.1359 0.3484
47 C 0.9861 0.1155 4.7751
48 C -2.7530 -0.7812 -2.5649
49 H -3.4831 0.0828 -0.8837
50 H -1.4380 1.4611 2.8193
51 H 1.9639 -0.3346 4.6849
52 H 1.9177 2.5445 0.5831
53 H -1.9273 -1.0876 -4.3503
54 H -1.3703 0.9497 7.0749
55 H 0.8875 -0.0641 6.9002
56 H -3.6366 1.0201 -2.3147
57 H -2.5945 4.5405 0.4126
58 H 1.8554 -1.0635 -5.8982
59 H -2.5219 1.7079 5.0078
60 H 0.6549 -0.6784 -3.7568
61 H 1.8486 0.0417 -2.2310
62 H -2.3286 2.1267 0.1565
63 H -0.4601 3.2203 -5.0482
64 H 1.6494 4.9671 0.8174
65 H -1.4203 -2.8943 3.3035
66 H 4.7057 -0.0166 1.7931
67 H -2.7825 0.3729 -4.2384
68 H 1.8948 0.7150 -7.6305
69 H 5.7362 -0.1562 -0.4537
70 H 4.2993 -0.1238 -2.4868

Force components x, y, z for each atom (eV/Å):
Ru 0.130 -0.031 0.154
Br 0.001 -0.005 0.008
S -0.223 -0.077 -0.087
O 0.010 -0.155 -0.039
O 0.305 -0.072 0.050
N 0.053 0.008 -0.027
N -0.025 0.057 -0.035
N -0.059 0.094 -0.008
N -0.006 0.012 0.110
N -0.005 0.022 0.028
N -0.012 0.013 -0.005
N -0.005 0.004 -0.070
N -0.111 0.027 -0.079
N -0.017 -0.011 -0.007
N 0.050 0.055 -0.032
N -0.052 -0.021 0.000
N -0.016 0.098 -0.001
N 0.005 -0.019 0.000
N 0.039 -0.087 0.010
C 0.031 -0.032 0.041
C -0.013 0.029 -0.014
C -0.013 0.004 -0.023
C 0.031 -0.075 -0.004
C -0.009 0.053 -0.081
C -0.006 0.013 -0.010
C 0.003 -0.006 0.023
C -0.003 -0.076 -0.005
C -0.064 0.085 -0.027
C 0.008 0.005 0.008
C -0.008 -0.006 0.011
C -0.007 0.007 0.008
C -0.012 0.102 0.005
C 0.010 0.007 -0.018
C 0.055 0.023 0.053
C -0.016 -0.002 -0.001
C 0.041 -0.043 -0.026
C 0.061 -0.003 0.061
C 0.006 -0.005 -0.018
C 0.027 -0.009 -0.055
C -0.340 0.163 -0.016
C 0.028 -0.002 0.003
C -0.004 0.004 -0.004
C 0.029 0.047 -0.040
C -0.065 -0.092 0.008
C -0.014 -0.024 -0.065
C 0.004 0.049 0.005
C 0.008 0.009 -0.023
C 0.065 -0.096 0.046
H 0.015 -0.009 0.118
H 0.014 -0.003 0.043
H 0.003 -0.002 0.005
H -0.009 0.002 0.004
H 0.004 -0.026 -0.017
H 0.003 -0.001 0.000
H 0.002 -0.002 -0.003
H 0.073 0.011 0.036
H 0.005 0.004 0.002
H -0.001 0.001 0.000
H 0.001 -0.002 -0.005
H 0.005 0.029 0.000
H 0.027 0.001 0.001
H -0.014 -0.020 -0.001
H -0.006 0.008 -0.016
H 0.002 0.005 0.001
H -0.002 -0.018 0.008
H -0.001 -0.001 0.002
H -0.014 -0.016 0.006
H 0.000 0.001 0.001
H -0.002 -0.002 -0.001
H 0.005 -0.001 0.004

ORCA calculation (ωB97M-V/def2-TZVPD) on 2 unconnected molecules or ions with the total composition Cl2H4OSi2 at a distorted geometry.

For the LUMO energy, the calculation gives -1.3163 eV. For the HOMO-LUMO gap, the calculation gives 7.317 eV. The calculated total energy is -42913.388 eV.

Geometry (Å):
1 Cl -2.5046 1.5007 -0.7187
2 Cl -2.3829 -1.9276 -0.5487
3 Si -1.5023 -0.1810 0.0060
4 Si 1.8165 0.0174 -0.7772
5 O -1.5981 -0.0834 1.6506
6 H 2.2166 1.4379 -0.3668
7 H 2.3735 -0.5562 -2.0102
8 H 2.4497 -0.3900 0.5812
9 H -0.8685 0.1820 2.1837

Force components x, y, z for each atom (eV/Å):
Cl 0.290 -0.747 0.044
Cl -0.063 0.156 -0.099
Si 1.949 0.918 0.197
Si -1.176 0.986 2.959
O -0.825 -0.532 -1.156
H -0.506 -0.318 -1.208
H -0.035 0.003 -0.005
H -0.481 -0.779 -1.140
H 0.847 0.313 0.407

ORCA calculation (ωB97M-V/def2-TZVPD) on a gas-phase ion, C8H13BNS (charge +1) at a distorted geometry.

For the LUMO energy, the calculation gives -5.5298 eV. For the HOMO-LUMO gap, the calculation gives 7.147 eV. The calculated total energy is -21497.935 eV. Its total charge is +1.

Geometry (Å):
1 S 1.9141 1.6684 -1.3759
2 N -0.4280 2.1120 0.5606
3 C -2.2826 -1.4886 1.6443
4 C -2.4671 -2.0717 0.2932
5 C 2.2771 0.2629 -0.4587
6 C -0.6974 1.2430 -0.5068
7 C -0.3123 -0.1752 -0.0562
8 C 3.7855 -0.1619 -0.1451
9 C 1.0961 -0.5269 -0.1395
10 C 0.1606 1.5662 -1.7658
11 B -1.2698 -1.1271 0.5312
12 H -0.8201 2.0018 1.4617
13 H 4.1566 0.6165 0.4456
14 H 1.2701 -1.6129 0.2898
15 H 3.8166 -1.0062 0.4351
16 H 0.0452 0.9371 -2.5367
17 H -2.0246 -2.1402 2.3943
18 H -0.6791 3.0590 0.2109
19 H -3.1921 -0.8792 1.9662
20 H -2.5041 -3.1694 0.1693
21 H 4.3336 -0.1190 -1.1519
22 H -3.1445 -1.6111 -0.4468
23 H -0.0378 2.5864 -2.3202
24 H -1.7764 1.1030 -0.6455

Force components x, y, z for each atom (eV/Å):
S 1.349 -0.380 0.537
N 1.065 3.321 -0.927
C -2.946 2.480 -0.845
C 0.032 -1.357 -1.377
C -1.784 -0.740 -0.533
C -0.700 -2.334 -0.295
C 5.040 0.544 -1.021
C -2.535 2.579 -3.714
C -0.713 -2.234 1.773
C -0.571 4.011 2.208
B -1.207 -0.370 0.435
H -0.691 -0.719 0.647
H 0.808 1.417 0.880
H 0.167 2.300 -0.948
H 0.073 -2.406 0.788
H -0.514 -3.003 -2.555
H 0.878 -1.604 1.575
H 0.390 -0.690 0.846
H 1.800 -0.086 -0.186
H 0.560 0.669 -0.015
H -0.649 -0.580 1.632
H 0.057 0.006 0.620
H 0.153 -1.531 1.659
H -0.061 0.704 -1.185

ORCA calculation (ωB97M-V/def2-TZVPD) on a single C4H9NO molecule at a distorted geometry.

As for the SMILES: CC(C)NC=O. For the LUMO energy, the calculation gives 0.9769 eV. For the HOMO-LUMO gap, the calculation gives 10.840 eV. The calculated total energy is -7831.380 eV.

Geometry (Å):
1 O -2.1137 -1.2493 -0.8284
2 N -0.2606 0.1393 -0.7045
3 C 1.8242 1.3421 -0.1270
4 C 0.8252 0.2245 0.2500
5 C 0.3009 0.4044 1.7073
6 C -0.9266 -1.0869 -0.7397
7 H 2.5521 0.8855 -0.8004
8 H 2.4309 1.5921 0.7466
9 H 1.4042 -0.7035 0.2350
10 H 1.3591 2.2287 -0.5455
11 H -1.0408 0.7850 -0.6342
12 H 1.0188 0.8539 2.3860
13 H 0.1447 -0.6066 2.1002
14 H -0.6434 0.9428 1.6587
15 H -0.2128 -1.9241 -0.8223

Force components x, y, z for each atom (eV/Å):
O -0.255 0.274 0.040
N -1.481 -1.452 -0.004
C 0.399 -1.053 0.248
C 0.843 1.427 1.104
C 0.047 -1.042 -0.754
C 1.099 -0.207 -0.809
H -0.186 0.465 -0.513
H -0.262 0.245 0.033
H -0.321 -0.073 -0.280
H 0.002 0.028 -0.054
H 0.545 0.866 0.272
H 0.023 0.363 -0.149
H -0.474 0.203 0.096
H 0.033 0.125 0.420
H -0.013 -0.170 0.349

Taking the records one at a time from the top gives energy relative to the best compared isomer or geometry (same formula, charge and spin) values of 0.5; 82.6; 16.3; 21.7 kcal/mol.